# 1
{"formula": "C27H52F13NO16S5", "method": "ωB97M-V with the def2-TZVPD basis set", "elements": ["C", "C", "O", "C", "C", "O", "C", "O", "O", "C", "C", "C", "C", "N", "C", "C", "C", "F", "F", "C", "F", "F", "C", "F", "F", "C", "F", "F", "S", "F", "F", "F", "F", "F", "H", "H", "H", "H", "H", "H", "H", "H", "H", "H", "H", "H", "H", "H", "H", "H", "H", "H", "H", "H", "O", "S", "O", "O", "C", "C", "C", "H", "H", "H", "H", "H", "H", "H", "H", "O", "S", "O", "O", "C", "C", "C", "H", "H", "H", "H", "H", "H", "H", "H", "O", "S", "O", "O", "C", "C", "C", "H", "H", "H", "H", "H", "H", "H", "H", "O", "S", "O", "O", "C", "C", "C", "H", "H", "H", "H", "H", "H", "H", "H"], "coordinates": [[2.5640, 2.2703, 3.1145], [3.0806, 1.2143, 2.0964], [4.3127, 1.6324, 1.5266], [3.2175, -0.1340, 2.8851], [3.9151, -1.2483, 2.0517], [5.2377, -1.3651, 2.6298], [5.3820, -2.5849, 3.2268], [6.1382, -2.9037, 4.0258], [4.4482, -3.3916, 2.6321], [3.3218, -2.6844, 2.0005], [3.3702, -3.2731, 0.5588], [2.6824, -2.3740, -0.5298], [3.6564, -1.6013, -1.4605], [3.4250, -0.1250, -1.3905], [2.1380, -3.0890, 2.9163], [0.8666, -3.4588, 2.1048], [-0.4821, -3.1079, 2.7586], [-0.3964, -2.5558, 3.9856], [-1.1289, -4.3045, 2.9666], [-1.4426, -2.3111, 1.8181], [-2.6810, -2.3743, 2.3298], [-1.4818, -3.0336, 0.6668], [-0.9419, -0.8731, 1.4417], [0.1411, -0.5890, 2.2126], [-0.4511, -0.9102, 0.1982], [-1.9223, 0.3180, 1.6751], [-1.1437, 1.4168, 1.7262], [-2.4997, 0.2894, 2.8548], [-3.1898, 0.6711, 0.3382], [-2.1051, 1.1773, -0.6915], [-3.3538, 2.1528, 0.9502], [-4.3614, 0.2249, 1.3549], [-3.2090, -0.8135, -0.2309], [-4.3134, 1.0492, -0.7207], [2.3592, 3.1937, 2.5472], [3.3065, 2.4526, 3.9063], [1.6231, 1.9192, 3.5696], [2.2779, 1.0429, 1.3475], [4.1105, 1.8378, 0.6031], [3.8506, 0.0963, 3.7585], [2.2037, -0.3698, 3.2410], [4.1511, -0.7871, 1.0789], [2.9318, -4.2839, 0.6118], [4.4356, -3.3644, 0.2902], [1.9642, -1.7142, -0.0016], [2.0424, -3.0534, -1.1482], [4.7166, -1.8657, -1.3181], [3.3789, -1.8787, -2.4939], [2.8557, 0.1022, -0.5787], [4.3304, 0.3040, -1.1968], [1.9960, -2.3265, 3.6944], [2.4613, -3.9974, 3.4477], [0.8900, -4.5435, 1.9201], [0.8735, -2.9956, 1.1042], [1.6964, -3.8206, -3.3510], [1.4418, -4.9286, -4.2236], [2.3324, -5.2490, -5.2948], [-0.0452, -4.8036, -4.8004], [-0.4031, -3.5943, -5.4946], [0.2241, -3.5174, -6.8736], [1.1893, -6.3829, -3.2591], [-0.1409, -2.7222, -4.8916], [-1.4888, -3.6053, -5.5915], [1.3095, -3.4469, -6.8121], [-0.1388, -2.6401, -7.4102], [-0.0103, -4.4122, -7.4520], [0.4894, -6.1621, -2.4560], [2.1555, -6.6716, -2.8489], [0.8097, -7.1712, -3.9048], [-3.9097, 8.0392, -0.8408], [-2.8622, 7.4130, -1.5878], [-3.0825, 6.9296, -2.9154], [-2.2264, 6.2392, -0.7072], [-3.1028, 5.2082, -0.2163], [-3.5408, 4.2535, -1.3112], [-1.4492, 8.4683, -1.6087], [-3.9639, 5.6540, 0.2867], [-2.5381, 4.6582, 0.5365], [-4.1581, 4.7572, -2.0547], [-4.1226, 3.4366, -0.8945], [-2.6738, 3.8455, -1.8336], [-1.2515, 8.8191, -0.5989], [-1.6814, 9.3083, -2.2607], [-0.6018, 7.9136, -2.0051], [2.5897, 6.3132, 2.7614], [1.8058, 6.8788, 3.8171], [1.0824, 6.0521, 4.7334], [0.8068, 7.9658, 3.2006], [-0.0896, 7.5478, 2.1559], [-1.2246, 6.6878, 2.6788], [2.8065, 7.9914, 4.7493], [0.4650, 7.0330, 1.3679], [-0.4989, 8.4595, 1.7207], [-0.8558, 5.7400, 3.0705], [-1.9359, 6.4674, 1.8808], [-1.7460, 7.1938, 3.4924], [3.3403, 8.6476, 4.0667], [3.5102, 7.3912, 5.3231], [2.1679, 8.5594, 5.4218], [-4.9905, -7.0106, -2.7565], [-3.7976, -6.2301, -2.8701], [-2.6946, -6.4227, -1.9776], [-4.1886, -4.6805, -2.8841], [-4.9574, -4.1580, -1.7838], [-4.1248, -4.0215, -0.5245], [-3.1925, -6.3234, -4.5243], [-5.8404, -4.7767, -1.6098], [-5.3095, -3.1746, -2.0946], [-3.8031, -4.9946, -0.1539], [-4.6981, -3.5355, 0.2665], [-3.2282, -3.4395, -0.7245], [-4.0140, -6.1483, -5.2143], [-2.7882, -7.3242, -4.6658], [-2.4052, -5.5832, -4.6535]], "lowdin_charge": [-0.036, -0.430, -0.018, -0.065, -0.164, 0.077, -0.560, 0.221, 0.037, -0.307, -0.086, -0.167, -0.238, -0.005, -0.047, -0.042, -0.413, 0.132, 0.098, -0.337, 0.160, 0.122, -0.334, 0.135, 0.155, -0.439, 0.118, 0.177, 0.815, -0.102, -0.143, -0.142, -0.119, -0.120, 0.078, 0.092, 0.080, 0.130, 0.087, 0.140, 0.095, 0.134, 0.122, 0.128, 0.088, 0.094, 0.114, 0.091, 0.023, 0.059, 0.116, 0.141, 0.144, 0.097, -0.279, 0.585, -0.266, -0.281, -0.253, -0.070, -0.109, 0.119, 0.115, 0.071, 0.083, 0.087, 0.072, 0.078, 0.077, -0.270, 0.574, -0.271, -0.275, -0.261, -0.069, -0.115, 0.123, 0.108, 0.076, 0.052, 0.091, 0.057, 0.079, 0.078, -0.277, 0.572, -0.276, -0.260, -0.250, -0.056, -0.121, 0.118, 0.113, 0.073, 0.055, 0.092, 0.075, 0.078, 0.075, -0.268, 0.577, -0.281, -0.261, -0.242, -0.080, -0.110, 0.118, 0.122, 0.077, 0.088, 0.058, 0.078, 0.081, 0.043], "smiles": "C[C@@H](O)C[C@H]1OC(=O)O[C@@]1(CCCN)CCC(F)(F)C(F)(F)C(F)(F)C(F)(F)S(F)(F)(F)(F)F.CCOS(C)(=O)=O.CCOS(C)(=O)=O.CCOS(C)(=O)=O.CCOS(C)(=O)=O", "e_lumo_ev": -0.2, "relative_energy_kcal_mol": 28.48, "gap_ev": 9.384, "spin_multiplicity": 1, "e_tot_ev": -152591.8719, "homo_energy_ev": -9.6}


# 2
{"formula": "C27H52HfN3O3SSi", "method": "ωB97M-V with the def2-TZVPD basis set", "elements": ["Hf", "C", "C", "C", "C", "O", "Si", "S", "O", "C", "C", "C", "C", "O", "C", "C", "C", "C", "H", "H", "H", "H", "H", "H", "H", "H", "H", "H", "H", "H", "H", "H", "H", "H", "H", "H", "H", "H", "H", "H", "H", "H", "H", "H", "H", "C", "N", "C", "C", "C", "C", "C", "C", "C", "C", "H", "H", "H", "H", "H", "H", "H", "H", "H", "H", "H", "H", "C", "C", "N", "C", "C", "N", "C", "C", "H", "H", "H", "H", "H", "H", "H", "H", "H", "H", "H", "H", "H"], "coordinates": [[0.3643, 0.0202, -1.3373], [-3.5388, 1.5545, -0.4226], [-2.0645, 1.8864, -0.3822], [-1.7911, 2.8177, 0.8105], [-1.3731, 2.3480, -1.6680], [-1.2658, 0.6520, -0.1803], [-1.1140, -0.3582, 1.2368], [0.4146, -1.5578, 0.4784], [-2.4544, -1.1857, 1.6319], [-2.9487, -2.4612, 2.2287], [-3.4278, -2.1813, 3.6002], [-4.2073, -2.8785, 1.4032], [-1.9338, -3.5873, 2.1941], [-0.7266, 0.7303, 2.3094], [-0.4754, 0.7937, 3.7270], [0.6588, 1.8063, 3.9352], [-1.6630, 1.2836, 4.4372], [-0.0202, -0.5941, 4.1085], [-4.2023, 2.4009, -0.1806], [-3.8205, 0.8037, 0.3241], [-3.8810, 1.1436, -1.3536], [-2.2956, 3.7733, 0.6631], [-0.7079, 2.9949, 0.9852], [-2.2027, 2.3114, 1.7263], [-1.8540, 3.0799, -2.2680], [-1.3101, 1.4221, -2.3534], [-0.3968, 2.6820, -1.3304], [-4.3131, -1.6154, 3.5964], [-2.6806, -1.7529, 4.2848], [-3.6331, -3.1838, 4.0294], [-4.9382, -2.0813, 1.4663], [-4.7171, -3.7153, 1.8826], [-4.0188, -3.1335, 0.3241], [-0.9818, -3.2115, 2.7103], [-1.7114, -3.9130, 1.1467], [-2.2718, -4.5015, 2.7513], [0.2645, 2.8154, 3.6707], [1.5327, 1.5635, 3.3389], [0.9251, 1.7572, 5.0113], [-2.0292, 2.2610, 4.1495], [-1.4756, 1.4027, 5.5501], [-2.5061, 0.5531, 4.4773], [0.6206, -1.0279, 3.2761], [-0.8369, -1.2378, 4.2515], [0.6150, -0.7503, 4.9950], [-2.0405, -0.8374, -3.1720], [-0.9067, -1.5795, -2.5573], [-1.4999, -2.7452, -1.8835], [0.0661, -1.9888, -3.6410], [0.7351, -0.7999, -4.2671], [1.0872, -0.8258, -5.6116], [1.6131, 0.3509, -6.1343], [1.8349, 1.5165, -5.3537], [1.6327, 1.4427, -3.9835], [1.1105, 0.3079, -3.4185], [-1.6926, 0.0857, -3.6479], [-2.7276, -0.6611, -2.3208], [-2.4819, -1.4607, -3.9551], [-2.1300, -3.3335, -2.5597], [-2.1062, -2.4088, -1.0711], [-0.6806, -3.3492, -1.4835], [-0.4324, -2.6473, -4.4039], [0.8228, -2.6034, -3.1634], [0.7859, -1.6437, -6.2711], [1.9437, 0.3875, -7.1502], [2.3562, 2.3539, -5.8261], [1.7854, 2.3367, -3.4129], [4.2727, 1.0383, 1.5386], [2.8244, 0.5211, 1.2142], [2.5375, 0.5277, -0.2242], [2.8287, 1.8576, -0.7664], [4.2882, 2.2443, -0.6081], [4.9777, 1.1671, 0.2040], [4.9365, -0.1091, -0.5659], [3.5062, -0.4579, -0.8751], [4.8361, 0.3891, 2.1426], [4.2376, 1.9510, 2.0723], [2.0227, 1.0460, 1.7502], [2.6804, -0.5360, 1.5234], [2.0824, 2.5058, -0.2874], [2.6244, 1.8007, -1.8294], [4.4781, 3.2662, -0.1657], [4.6816, 2.2490, -1.6154], [5.9872, 1.4312, 0.3138], [5.3536, -0.8506, 0.1696], [5.4975, 0.0311, -1.4814], [3.2926, -1.4613, -0.4907], [3.3725, -0.4380, -1.9666]], "lowdin_charge": [1.569, 0.015, -0.542, -0.001, 0.007, -0.364, -0.075, 0.544, -0.122, -0.597, -0.028, -0.014, -0.039, -0.160, -0.625, -0.002, -0.018, -0.011, 0.124, 0.100, 0.083, 0.116, 0.098, 0.104, 0.118, 0.061, 0.081, 0.085, 0.078, 0.122, 0.083, 0.102, 0.094, 0.094, 0.085, 0.120, 0.110, 0.045, 0.118, 0.093, 0.137, 0.101, 0.078, 0.042, 0.119, -0.047, -0.366, -0.092, -0.141, -0.256, -0.001, -0.014, -0.030, -0.164, -0.272, 0.088, 0.101, 0.123, 0.124, 0.056, 0.082, 0.162, 0.129, 0.137, 0.117, 0.125, 0.081, 0.001, -0.145, -0.277, -0.166, -0.033, -0.062, -0.055, -0.131, 0.130, 0.134, 0.096, 0.105, 0.145, 0.070, 0.176, 0.142, 0.226, 0.173, 0.153, 0.125, 0.127], "e_lumo_ev": -8.9, "gap_ev": 7.889, "spin_multiplicity": 1, "e_tot_ev": -59454.4551, "homo_energy_ev": -16.8, "total_charge": 3}